(1)
# C19H109F3O43SSi

A 40-piece molecular cluster, C19H109F3O43SSi overall in a non-equilibrium geometry (ωB97M-V with the def2-TZVPD basis set, the OMol25 dataset).

orbital gap	8.04	eV
DFT total energy	-5011.8996	a.u.
HOMO	-8.435	eV
2S+1	1

CARTESIAN COORDINATES (ANGSTROEM)
C1 0.626 -0.607 5.822
Si1 0.389 -0.528 3.936
C2 -0.765 0.895 3.611
C3 -0.289 -2.207 3.392
C4 -1.333 -2.247 2.244
C5 -0.830 -2.591 0.846
C6 0.480 -1.929 0.473
C7 1.219 -2.704 -0.656
C8 2.664 -2.984 -0.229
C9 3.671 -2.721 -1.371
C10 4.424 -1.416 -1.153
O1 3.904 -0.299 -1.952
S1 2.387 0.100 -1.557
O2 2.216 -0.120 -0.159
O3 2.490 1.776 -1.684
C11 1.351 2.335 -1.023
C12 1.032 3.690 -1.657
O4 -0.191 3.642 -2.369
C13 0.876 4.751 -0.575
F1 2.034 4.939 0.054
F2 0.484 5.910 -1.077
F3 -0.041 4.396 0.341
C14 2.115 -0.213 3.225
C15 2.505 0.973 2.624
C16 3.799 1.122 2.152
C17 4.714 0.119 2.299
C18 4.334 -1.061 2.871
C19 3.057 -1.221 3.322
H1 1.683 -0.637 6.042
H2 0.230 0.306 6.251
H3 0.163 -1.491 6.219
H4 -1.006 1.013 2.569
H5 -0.311 1.795 4.014
H6 -1.660 0.705 4.188
H7 -0.759 -2.654 4.257
H8 0.551 -2.842 3.128
H9 -2.047 -3.009 2.543
H10 -1.924 -1.353 2.110
H11 -1.571 -2.200 0.171
H12 -0.822 -3.648 0.661
H13 0.292 -0.927 0.119
H14 1.201 -1.869 1.271
H15 0.725 -3.650 -0.821
H16 1.196 -2.158 -1.590
H17 2.974 -2.347 0.586
H18 2.750 -3.995 0.125
H19 4.408 -3.510 -1.331
H20 3.201 -2.752 -2.347
H21 4.469 -1.175 -0.105
H22 5.451 -1.527 -1.468
H23 1.522 2.451 0.033
H24 0.494 1.693 -1.191
H25 1.781 4.004 -2.367
H26 -0.921 3.533 -1.753
H27 1.813 1.789 2.504
H28 4.113 2.037 1.682
H29 5.721 0.244 1.953
H30 5.052 -1.853 2.970
H31 2.760 -2.145 3.789
O5 1.296 -2.485 8.070
H32 1.390 -3.287 8.601
H33 1.634 -1.778 8.627
O6 5.829 4.062 2.145
H34 5.181 4.735 1.900
H35 6.004 3.606 1.315
O7 -2.724 -4.514 -0.402
H36 -3.460 -3.889 -0.489
H37 -2.529 -4.767 -1.311
O8 -2.097 -4.499 -3.340
H38 -2.045 -5.468 -3.343
H39 -1.928 -4.237 -4.256
O9 4.940 -4.534 1.121
H40 4.267 -5.146 1.434
H41 5.416 -5.027 0.445
O10 4.898 2.827 -3.524
H42 5.098 3.737 -3.293
H43 4.255 2.519 -2.876
O11 -2.643 0.140 0.697
H44 -2.671 0.682 -0.098
H45 -3.357 0.511 1.235
O12 0.032 8.892 -0.171
H46 0.031 7.935 -0.257
H47 0.234 9.211 -1.056
O13 -3.011 4.261 2.001
H48 -3.014 5.207 2.184
H49 -2.163 4.102 1.579
O14 -4.204 -2.607 -3.194
H50 -3.519 -3.299 -3.269
H51 -4.144 -2.347 -2.268
O15 -3.114 -1.423 4.828
H52 -3.113 -1.447 5.798
H53 -3.938 -1.854 4.578
O16 -4.953 2.089 0.941
H54 -4.992 2.616 0.138
H55 -5.659 2.445 1.491
O17 -2.967 0.091 -3.881
H56 -3.665 -0.486 -3.543
H57 -2.547 -0.441 -4.572
O18 -2.333 -0.261 -6.964
H58 -2.223 0.687 -6.851
H59 -1.611 -0.498 -7.556
O19 -2.246 -7.050 -4.508
H60 -2.188 -8.009 -4.460
H61 -2.089 -6.848 -5.437
O20 4.219 5.150 4.261
H62 4.307 6.109 4.236
H63 4.996 4.821 3.791
O21 -5.107 -2.737 0.042
H64 -5.096 -2.760 1.005
H65 -5.902 -3.226 -0.199
O22 7.502 6.121 0.666
H66 7.143 5.561 1.370
H67 7.052 5.828 -0.131
O23 -6.058 -1.279 3.781
H68 -5.943 -0.678 3.037
H69 -6.766 -0.884 4.299
O24 0.366 0.362 -4.541
H70 0.183 1.289 -4.350
H71 1.189 0.379 -5.044
O25 -5.310 0.668 -2.141
H72 -5.245 -0.285 -2.031
H73 -5.164 0.814 -3.084
O26 -3.791 -2.325 7.431
H74 -3.753 -2.301 8.392
H75 -4.617 -2.776 7.229
O27 -6.971 2.889 -1.038
H76 -7.702 2.406 -0.640
H77 -6.541 2.234 -1.607
O28 -1.992 5.923 4.394
H78 -1.359 5.202 4.290
H79 -2.515 5.658 5.157
O29 4.152 0.960 -5.681
H80 4.348 0.115 -5.261
H81 4.520 1.614 -5.070
O30 -1.199 -1.171 -1.897
H82 -1.255 -0.512 -2.601
H83 -1.917 -0.932 -1.301
O31 -0.704 0.966 -9.060
H84 -0.583 1.914 -8.952
H85 0.022 0.697 -9.632
O32 -7.438 -1.776 -1.270
H86 -7.460 -0.814 -1.228
H87 -6.654 -1.971 -1.790
O33 -4.982 -7.581 -5.631
H88 -4.664 -7.246 -4.786
H89 -5.725 -7.013 -5.855
O34 0.139 -5.110 8.561
H90 -0.520 -4.426 8.400
H91 0.330 -5.459 7.684
O35 -6.871 2.806 3.467
H92 -6.613 2.086 4.050
H93 -6.580 3.600 3.928
O36 -1.405 -2.354 -4.854
H94 -1.130 -1.822 -5.608
H95 -0.741 -2.177 -4.173
O37 6.689 -0.514 -4.785
H96 6.729 0.434 -4.622
H97 7.419 -0.683 -5.388
O38 -7.746 4.838 -3.487
H98 -7.512 4.123 -2.883
H99 -7.475 5.633 -3.019
O39 -4.503 -2.392 -6.267
H100 -4.313 -2.450 -5.324
H101 -3.754 -1.897 -6.619
O40 5.028 -4.361 -3.641
H102 4.862 -3.424 -3.499
H103 5.812 -4.384 -4.198
O41 3.956 6.588 1.015
H104 3.298 6.071 0.542
H105 3.513 7.425 1.192
O42 4.584 -3.255 5.287
H106 4.677 -2.296 5.299
H107 5.355 -3.565 4.802
O43 10.524 5.599 0.575
H108 10.660 6.137 -0.209
H109 9.799 6.040 1.033

Here are the Löwdin charges for atoms 1 to 99, given in e:
1. C -0.16
2. Si 0.62
3. C -0.16
4. C -0.22
5. C -0.24
6. C -0.21
7. C -0.20
8. C -0.18
9. C -0.19
10. C -0.18
11. C -0.18
12. O -0.31
13. S 0.99
14. O -0.35
15. O -0.32
16. C -0.17
17. C -0.22
18. O 0.02
19. C -0.59
20. F 0.15
21. F 0.18
22. F 0.16
23. C -0.24
24. C -0.09
25. C -0.10
26. C -0.11
27. C -0.11
28. C -0.12
29. H 0.02
30. H 0.03
31. H 0.00
32. H 0.01
33. H 0.02
34. H 0.02
35. H 0.05
36. H 0.07
37. H 0.10
38. H 0.06
39. H 0.06
40. H 0.09
41. H 0.08
42. H 0.07
43. H 0.11
44. H 0.06
45. H 0.08
46. H 0.09
47. H 0.09
48. H 0.11
49. H 0.09
50. H 0.12
51. H 0.11
52. H 0.12
53. H 0.17
54. H 0.11
55. H 0.09
56. H 0.08
57. H 0.10
58. H 0.10
59. H 0.10
60. O -0.07
61. H 0.02
62. H 0.04
63. O -0.05
64. H 0.02
65. H 0.06
66. O -0.05
67. H 0.00
68. H 0.00
69. O -0.07
70. H 0.03
71. H 0.03
72. O -0.05
73. H 0.04
74. H 0.04
75. O -0.04
76. H 0.05
77. H 0.01
78. O -0.05
79. H 0.03
80. H 0.03
81. O -0.05
82. H 0.00
83. H 0.04
84. O -0.05
85. H 0.03
86. H 0.01
87. O -0.05
88. H 0.02
89. H 0.02
90. O -0.06
91. H 0.01
92. H 0.01
93. O -0.06
94. H 0.02
95. H 0.01
96. O -0.06
97. H 0.00
98. H 0.00
99. O -0.04

(2)
# C48H53N6O5SW

C48H53N6O5SW as an isolated structure in a non-equilibrium geometry (ωB97M-V with the def2-TZVPD basis set, the OMol25 dataset).

orbital gap (spin up / spin down)	5.97 / 6.32	eV
energy relative to the best compared isomer or geometry (same formula, charge and spin)	116.5	kcal per mole
DFT total energy	-3030.8941	a.u.
HOMO (spin up / spin down)	-6.660 / -7.188	eV
2S+1	2
expectation value of S²	0.76

CARTESIAN COORDINATES (ANGSTROEM)
W1 -0.692 -0.180 -0.104
C1 2.280 2.103 -2.003
C2 1.563 1.620 -0.799
O1 0.476 1.030 -0.957
C3 2.108 1.769 0.540
C4 0.698 1.479 2.230
C5 0.606 1.526 3.748
N1 -0.543 1.013 1.610
N2 -1.542 0.804 2.532
C6 -2.284 -0.195 2.229
O2 -1.980 -0.906 1.149
C7 -3.403 -0.638 3.065
C8 -3.578 -0.138 4.355
C9 -4.592 -0.631 5.156
C10 -5.446 -1.619 4.679
C11 -5.280 -2.114 3.395
C12 -4.262 -1.628 2.590
H1 1.568 2.440 -2.757
H2 2.832 1.267 -2.446
H3 2.979 2.897 -1.749
H4 3.162 2.030 0.465
H5 1.554 1.801 4.192
H6 0.325 0.547 4.119
H7 -0.152 2.248 4.046
H8 -2.896 0.623 4.710
H9 -4.718 -0.249 6.161
H10 -6.231 -2.010 5.313
H11 -5.944 -2.882 3.018
H12 -4.111 -2.016 1.591
C13 -1.679 1.695 -3.862
C14 -1.267 0.556 -4.789
C15 -2.273 -0.596 -4.760
C16 0.160 0.128 -4.481
C17 1.108 0.507 -5.430
C18 2.441 0.167 -5.318
C19 2.858 -0.567 -4.225
C20 1.961 -0.952 -3.239
C21 2.477 -1.791 -2.082
C22 3.737 -1.216 -1.430
C23 2.728 -3.230 -2.554
C24 0.589 -0.605 -3.351
N3 -0.248 -1.067 -2.281
C25 -0.642 -2.353 -2.399
O3 -0.768 -3.032 -3.411
C26 -0.761 -2.997 -1.038
C27 -1.030 -4.319 -0.736
C28 -0.755 -4.773 0.548
C29 -0.165 -3.926 1.488
C30 0.084 -2.631 1.109
N4 -0.251 -2.194 -0.108
C31 0.755 -1.509 1.865
O4 0.823 -1.501 3.079
N5 1.240 -0.596 0.968
C32 1.834 0.587 1.560
C33 3.119 0.411 2.352
C34 3.742 1.466 2.909
C35 3.357 2.871 2.946
C36 2.300 3.452 2.369
C37 1.306 2.744 1.506
C38 0.278 3.681 0.860
C39 -0.686 4.231 1.913
C40 0.933 4.803 0.046
C41 3.805 -0.946 2.416
C42 5.216 -0.894 1.819
C43 3.872 -1.480 3.854
H13 -2.727 1.967 -4.004
H14 -1.067 2.582 -4.045
H15 -1.537 1.395 -2.834
H16 -1.263 0.948 -5.810
H17 -2.384 -0.988 -3.756
H18 -1.935 -1.411 -5.400
H19 -3.248 -0.251 -5.115
H20 0.779 1.065 -6.300
H21 3.146 0.458 -6.087
H22 3.899 -0.861 -4.151
H23 1.719 -1.794 -1.306
H24 4.576 -1.161 -2.127
H25 4.037 -1.856 -0.598
H26 3.545 -0.217 -1.030
H27 3.534 -3.245 -3.292
H28 1.836 -3.647 -3.019
H29 3.019 -3.866 -1.713
H30 -1.423 -4.968 -1.505
H31 -0.962 -5.802 0.811
H32 0.094 -4.261 2.482
H33 4.670 1.257 3.429
H34 4.009 3.503 3.538
H35 2.147 4.512 2.533
H36 -0.323 3.085 0.172
H37 -0.156 4.732 2.727
H38 -1.285 3.424 2.335
H39 -1.365 4.948 1.450
H40 1.719 5.309 0.608
H41 0.183 5.544 -0.229
H42 1.374 4.415 -0.874
H43 3.228 -1.646 1.813
H44 5.884 -0.292 2.437
H45 5.208 -0.470 0.813
H46 5.628 -1.903 1.764
H47 4.387 -0.771 4.505
H48 4.416 -2.427 3.874
H49 2.872 -1.642 4.243
O5 -2.490 -0.929 -1.218
N6 -3.724 -0.470 -1.172
C44 -4.718 -1.285 -1.566
C45 -6.010 -0.840 -1.621
C46 -6.283 0.485 -1.273
C47 -5.254 1.302 -0.871
C48 -3.942 0.816 -0.802
S1 -2.602 1.739 -0.301
H50 -4.408 -2.282 -1.845
H51 -6.791 -1.514 -1.940
H52 -7.294 0.864 -1.326
H53 -5.416 2.333 -0.593

Here are the Löwdin charges for atoms 1 to 99, given in e:
1. W 1.79
2. C 0.04
3. C -0.30
4. O -0.16
5. C -0.06
6. C -0.31
7. C 0.00
8. N -0.17
9. N 0.08
10. C -0.43
11. O -0.24
12. C -0.14
13. C -0.02
14. C -0.08
15. C -0.10
16. C -0.08
17. C -0.02
18. H 0.11
19. H 0.09
20. H 0.10
21. H 0.16
22. H 0.07
23. H 0.08
24. H 0.08
25. H 0.11
26. H 0.10
27. H 0.10
28. H 0.10
29. H 0.11
30. C -0.06
31. C -0.36
32. C -0.05
33. C -0.12
34. C -0.04
35. C -0.08
36. C -0.06
37. C -0.15
38. C -0.36
39. C -0.05
40. C -0.04
41. C -0.14
42. N 0.00
43. C -0.51
44. O 0.06
45. C -0.15
46. C 0.04
47. C -0.01
48. C 0.04
49. C -0.15
50. N -0.04
51. C -0.47
52. O 0.10
53. N 0.03
54. C -0.23
55. C -0.09
56. C -0.04
57. C -0.07
58. C -0.03
59. C -0.24
60. C -0.36
61. C -0.04
62. C -0.03
63. C -0.36
64. C -0.07
65. C -0.05
66. H 0.08
67. H 0.08
68. H 0.01
69. H 0.12
70. H 0.05
71. H 0.08
72. H 0.08
73. H 0.11
74. H 0.10
75. H 0.11
76. H 0.09
77. H 0.08
78. H 0.07
79. H 0.06
80. H 0.08
81. H 0.08
82. H 0.08
83. H 0.13
84. H 0.11
85. H 0.13
86. H 0.11
87. H 0.11
88. H 0.11
89. H 0.07
90. H 0.08
91. H 0.06
92. H 0.08
93. H 0.08
94. H 0.08
95. H 0.07
96. H 0.11
97. H 0.08
98. H 0.06
99. H 0.08

> 2S+1 of number 2 (C48H53N6O5SW)?

2